Record 1
120
Properties=species:S:1:pos:R:3:forces:R:3 method="wB97M-V/def2-TZVPD" e_lumo_ev="-7.0 / -8.0" multiplicity=2 homo_lumo_gap_ev="4.825 / 3.770" e_homo_ev="-11.79 / -11.77" charge=+2
Ir 0.2914 0.4518 -0.4286 -2.749 -1.773 0.302
C 3.3016 3.0186 -5.2352 -0.105 -0.024 -0.056
C 1.7661 3.0104 -5.2967 0.227 -0.094 0.114
C 1.1624 2.8602 -3.9387 -0.205 0.432 -0.008
C 0.6652 3.8297 -3.1343 0.087 -0.132 -0.306
C 0.6131 5.3029 -3.3785 0.235 -0.012 0.186
C 1.8637 5.9882 -2.8026 -0.176 0.003 -0.045
C 0.2769 3.1722 -1.8875 -0.154 0.169 0.276
N 0.5349 1.8418 -1.9472 0.398 0.101 0.221
C 1.0559 1.6098 -3.1900 0.229 -0.424 -0.214
C 1.3917 0.3665 -3.6683 -0.019 0.450 -0.060
C 1.2749 -0.8694 -2.9889 -0.101 -0.426 0.454
C 1.6171 -2.1629 -3.5654 -0.109 -0.078 -0.140
C 2.1243 -2.3991 -4.9548 0.258 0.036 0.173
C 3.6471 -2.5868 -4.9942 -0.117 0.087 -0.096
C 1.3715 -3.0913 -2.6093 -0.024 0.126 -0.167
C 0.8452 -2.3658 -1.4570 0.102 -0.545 0.204
C 0.4333 -2.9522 -0.3209 -0.115 0.198 -0.091
C 0.3289 -0.9217 1.1310 0.023 0.007 0.331
N 1.6926 0.2400 2.2212 0.309 0.574 0.652
C 0.3012 -0.3169 2.5780 0.084 -0.549 -0.404
C -0.7011 0.7249 2.8621 0.129 0.121 -0.267
C -0.8606 1.8139 2.0795 -0.240 -0.253 0.530
N -0.3644 1.9568 0.7950 0.429 0.394 -0.235
C -0.6253 3.2256 0.4360 -0.041 -0.283 0.219
C -0.3017 3.8039 -0.8027 0.096 -0.082 -0.249
C -1.2986 3.9454 1.5126 -0.098 0.029 0.128
C -1.4807 3.0611 2.5196 -0.084 0.157 -0.235
C -2.1466 3.2875 3.8376 -0.182 -0.127 -0.188
C -3.6382 2.9283 3.7624 0.130 0.021 0.091
C -1.6181 5.4070 1.5020 0.364 -0.025 0.023
C -0.3566 6.2448 1.7633 -0.161 0.015 -0.046
C 0.5529 -1.3490 3.6954 -0.322 -0.332 0.187
C 0.7376 -2.7966 3.2434 -0.294 0.315 0.172
C 0.6804 -3.8776 4.3514 -0.156 -0.136 -0.284
C 1.7357 -4.9928 4.2022 0.059 0.111 0.106
C 0.0853 -0.9703 5.0884 0.289 0.360 -0.038
C 0.7681 0.2999 5.6094 -0.113 -0.193 -0.015
N 0.8233 -1.0091 -1.7378 0.223 0.481 -0.357
C 1.5739 -4.5670 -2.6814 0.164 -0.006 0.155
C 2.8234 -5.0253 -1.9127 -0.083 0.028 -0.055
H 3.7173 3.0969 -6.2383 0.024 -0.028 0.006
H 3.6797 2.1056 -4.7732 0.055 0.014 -0.009
H 3.6615 3.8677 -4.6556 0.012 -0.024 0.033
H 1.4361 2.1956 -5.9457 -0.061 0.059 -0.045
H 1.4264 3.9449 -5.7422 -0.095 -0.056 -0.047
H -0.2796 5.7345 -2.9201 -0.051 -0.001 -0.091
H 0.5616 5.4980 -4.4493 -0.109 -0.009 0.002
H 1.9572 5.7888 -1.7339 0.051 0.025 0.004
H 1.8098 7.0656 -2.9497 0.026 0.005 0.015
H 2.7583 5.6164 -3.2999 0.038 0.020 0.042
H 1.7762 0.3327 -4.6789 0.019 -0.049 0.010
H 1.8494 -1.5637 -5.6003 -0.083 -0.070 -0.057
H 1.6425 -3.2911 -5.3572 -0.060 0.066 -0.071
H 4.1552 -1.7564 -4.5016 0.033 -0.014 0.000
H 3.9892 -2.6321 -6.0271 0.056 -0.041 0.018
H 3.9395 -3.5105 -4.4966 0.018 0.015 0.028
H 0.5593 -4.0263 -0.2581 -0.068 -0.009 -0.051
H -1.2804 0.6674 3.7719 0.086 0.098 0.067
H -0.5210 4.8573 -0.9161 0.031 0.013 0.042
H -2.0402 4.3348 4.1196 0.063 -0.024 0.072
H -1.6643 2.6888 4.6115 0.049 0.085 0.038
H -4.1462 3.5598 3.0333 -0.030 -0.010 0.005
H -4.1069 3.0748 4.7341 -0.062 -0.012 -0.026
H -3.7741 1.8863 3.4673 -0.027 -0.002 0.004
H -2.3508 5.6188 2.2798 -0.112 0.004 -0.104
H -2.0554 5.6954 0.5429 -0.111 0.002 0.049
H 0.0630 6.0088 2.7409 0.016 0.007 -0.002
H -0.5994 7.3061 1.7384 0.060 0.016 0.011
H 0.4121 6.0497 1.0135 0.024 0.022 0.012
H 0.1129 -5.1051 2.7294 0.080 0.085 0.012
H 0.9853 -3.3684 5.2623 0.032 0.036 -0.034
H 1.8393 -5.4251 3.2085 -0.065 -0.005 -0.002
H 1.4972 -5.7917 4.9031 0.046 -0.045 -0.031
H 2.7159 -4.5983 4.4737 0.011 -0.013 -0.009
H 0.3040 -1.7650 5.7955 -0.108 -0.060 -0.031
H -1.0018 -0.8553 5.0850 -0.008 -0.061 0.034
H 1.8276 0.1117 5.7853 0.017 0.056 -0.015
H 0.3172 0.6010 6.5542 0.057 0.075 0.007
H 0.6901 1.1323 4.9069 0.034 0.049 0.048
H 1.6847 -4.8629 -3.7247 -0.121 0.000 -0.014
H 0.6958 -5.0814 -2.2845 -0.024 -0.015 -0.073
H 3.7184 -4.5595 -2.3244 0.023 -0.006 0.033
H 2.9290 -6.1056 -1.9954 0.038 -0.001 0.032
H 2.7636 -4.7652 -0.8551 0.009 -0.009 0.004
N -2.0827 -8.7398 4.4753 -0.056 0.032 -0.013
C -1.8932 -7.7319 3.9553 0.017 -0.119 -0.024
C -1.5869 -6.4676 3.3439 -0.122 0.110 -0.102
C -1.5485 -5.3532 4.3387 0.031 0.017 0.099
C -0.7541 -4.3227 4.6658 0.013 0.034 0.106
C -0.3351 -4.4872 1.9877 -0.231 -0.245 0.037
C -1.2670 -5.1707 1.2926 0.117 0.160 -0.241
C -1.6569 -6.3754 1.9867 -0.087 -0.099 0.221
N 0.1345 -3.2170 2.0066 0.797 0.043 -0.231
C 1.9357 -1.8764 3.3634 0.128 -0.138 -0.253
C 2.4801 -0.9708 2.2988 -0.219 0.302 0.384
N 1.7547 -0.6768 1.0538 0.116 0.078 -0.971
C -0.1684 -2.3254 0.9032 -0.100 -0.021 0.056
H -2.4398 -5.4213 4.9611 0.009 0.057 0.003
H -1.1959 -3.6744 5.4189 -0.006 -0.064 0.056
H -1.7113 -4.8900 0.3465 -0.160 0.113 0.108
H -2.0869 -7.2103 1.4464 0.191 -0.083 -0.025
H 2.6611 -2.1146 4.1324 -0.057 -0.010 0.053
H 3.5513 -0.8486 2.2167 -0.014 0.035 -0.059
H -1.2661 -2.2801 0.7957 0.006 -0.035 -0.106
S -2.1867 -0.3064 -0.6970 1.867 0.769 0.176
C -2.8445 0.9356 -1.7138 -0.067 0.178 -0.109
N -3.9867 1.5082 -1.3629 0.013 -0.041 -0.043
C -4.6150 2.5664 -2.1529 -0.074 0.016 -0.169
C -4.3113 2.3291 -3.6227 0.094 -0.065 0.079
C -2.8066 2.2327 -3.8158 -0.107 0.080 -0.036
N -2.2442 1.2977 -2.8359 -0.167 0.021 -0.095
H -4.4402 1.1615 -0.5326 0.082 0.056 0.073
H -4.2233 3.5358 -1.8343 -0.036 -0.009 0.048
H -5.6862 2.5514 -1.9670 0.012 -0.023 0.055
H -4.7138 3.1410 -4.2246 -0.001 -0.013 -0.021
H -4.7789 1.3963 -3.9418 -0.049 0.036 -0.036
H -2.3298 3.2103 -3.7062 0.011 -0.015 0.014
H -2.5789 1.8532 -4.8109 0.075 0.005 0.020
H -1.3817 0.8279 -3.0588 -0.022 -0.071 0.060



Record 2
70
Properties=species:S:1:pos:R:3:forces:R:3 method="wB97M-V/def2-TZVPD" smiles="COP(=O)(OC)OC.COP(=O)(OC)OC.COP(=O)(OC)OC.CCOC(C)=O.ClCCl" e_above_lowest_kj_mol=0.00 e_lumo_ev=0.4 multiplicity=1 homo_lumo_gap_ev=9.778 e_homo_ev=-9.36
C -0.1262 -1.5794 -6.1938 -0.854 0.536 -0.719
O -0.6905 -2.3983 -5.1582 -0.051 0.370 0.336
P -1.8763 -1.7298 -4.3191 -0.308 -1.099 0.642
O -1.5934 -0.4258 -3.7171 -0.041 0.035 -0.442
O -2.1767 -2.8889 -3.2443 -0.342 -0.135 -1.254
C -1.9142 -2.6871 -1.8683 1.052 0.556 0.437
O -3.1458 -1.7534 -5.2945 0.494 0.269 0.698
C -3.9780 -2.9020 -5.4044 -0.052 -0.966 -0.246
H 0.8982 -1.8465 -6.4240 0.026 -0.264 0.352
H -0.2020 -0.5181 -5.9502 0.311 -0.052 0.316
H -0.7450 -1.6918 -7.0881 0.180 -0.226 -0.084
H -2.7603 -2.1945 -1.3868 0.222 0.198 -0.082
H -0.9792 -2.1199 -1.8203 -0.413 0.303 0.521
H -1.6930 -3.6046 -1.3204 -0.355 -0.339 -0.597
H -4.3053 -3.2838 -4.4384 -0.030 0.337 0.088
H -3.4478 -3.7298 -5.8837 0.125 0.141 -0.082
H -4.8394 -2.6637 -6.0216 0.055 0.300 0.052
C -0.3376 -4.0313 1.3818 0.548 -0.311 0.161
O -0.4262 -2.6374 1.0704 -0.556 0.346 0.318
P -0.9209 -1.6770 2.2631 -0.077 0.926 -0.568
O -0.0370 -1.5568 3.4156 -0.226 -0.570 -0.087
O -1.2102 -0.2902 1.5178 0.402 -1.298 0.058
C -0.5440 0.0350 0.2825 -0.533 1.443 0.206
O -2.3699 -2.2207 2.6060 0.110 -0.141 0.417
C -3.4811 -1.9910 1.7622 -1.057 1.008 0.301
H 0.6363 -4.2152 1.8391 -0.010 -0.140 -0.180
H -0.4462 -4.5793 0.4482 0.137 0.012 0.020
H -1.0925 -4.3867 2.0853 -0.190 0.318 -0.076
H 0.4606 -0.3611 0.1764 -0.214 -0.457 0.016
H -0.4380 1.1214 0.3335 0.082 -0.068 -0.177
H -1.2343 -0.1800 -0.5329 0.363 -0.305 -0.143
H -3.2947 -2.1931 0.7116 0.108 -0.251 0.018
H -3.8253 -0.9566 1.8686 0.480 0.137 -0.253
H -4.3549 -2.5196 2.1435 0.416 -0.688 -0.096
C 2.6392 6.0386 -1.6449 0.386 0.717 -0.601
O 1.7905 4.9409 -1.3610 -0.843 -1.137 -0.695
P 1.4780 3.8666 -2.5459 0.144 0.724 1.392
O 2.6383 3.0527 -2.9225 -0.290 0.059 -0.179
O 0.2319 3.1023 -1.9063 0.543 1.075 -0.108
C -0.5579 2.3087 -2.7845 0.293 -1.429 -0.908
O 0.8764 4.7580 -3.7237 0.133 -0.361 0.084
C 1.2819 4.4662 -5.0658 -0.245 0.217 -0.626
H 3.4895 6.0877 -0.9675 -0.035 -0.397 0.093
H 2.1133 6.9902 -1.5540 -0.344 -0.209 0.144
H 3.0063 6.0059 -2.6727 0.156 -0.124 0.053
H -1.5413 2.6984 -3.0422 0.027 0.376 0.628
H -0.6197 1.3073 -2.3598 -0.345 0.242 0.113
H -0.0738 2.1243 -3.7519 0.215 0.219 0.145
H 2.3410 4.6642 -5.2122 0.028 -0.068 0.080
H 0.6935 5.1113 -5.7168 0.078 0.176 0.147
H 1.0482 3.4471 -5.3738 0.138 -0.115 0.319
C -0.0531 -1.8962 8.8822 0.661 -0.894 -0.056
C 1.1593 -1.0751 8.5059 -0.648 1.203 0.022
O 1.2071 -1.0052 7.0691 0.136 -0.852 0.072
C 1.9078 -0.0184 6.5200 -0.165 1.806 -0.480
C 2.1134 -0.1556 5.0402 0.749 0.279 -0.270
O 2.2177 0.9876 7.1174 0.300 -0.355 0.404
H -0.1579 -2.7248 8.1791 -0.168 0.043 0.010
H -0.9528 -1.2881 8.8822 -0.044 -0.039 -0.047
H 0.0988 -2.3474 9.8640 -0.159 0.162 0.098
H 0.9764 -0.0828 8.9248 0.392 0.148 -0.249
H 2.1413 -1.3816 8.8593 -0.130 -0.489 0.106
H 1.1957 0.0934 4.5144 -0.253 -0.850 0.033
H 2.5737 -1.1122 4.7994 -0.726 -0.249 -0.248
H 2.8006 0.5899 4.6351 0.189 0.176 0.694
Cl 2.9980 0.6922 0.3676 -0.264 -0.088 -0.072
C 3.6983 2.2970 0.4387 0.699 0.223 0.826
Cl 3.9252 2.8543 2.1284 -0.203 -0.056 -0.003
H 4.7149 2.2058 0.0789 -0.182 0.210 -0.484
H 3.0911 3.0537 -0.0410 -0.021 -0.269 -0.307



Record 3
14
Properties=species:S:1:pos:R:3:forces:R:3 method="wB97M-V/def2-TZVPD" smiles="C#CCCNC=O" e_above_lowest_kj_mol=167.65 e_lumo_ev=0.9 multiplicity=1 homo_lumo_gap_ev=10.681 e_homo_ev=-9.79
C -2.2529 -0.8046 0.8774 0.421 0.251 0.120
C -1.2479 -0.1630 1.0541 -0.419 -0.296 -0.106
C 0.0181 0.5710 1.1442 0.002 0.013 0.004
C 1.1336 -0.1814 0.3876 0.089 -0.006 0.075
N 0.7559 -0.4916 -0.9820 -0.156 0.082 -0.059
C 0.3584 0.4944 -1.8309 0.059 0.094 0.003
O 0.5186 1.6815 -1.6258 -0.012 -0.334 -0.111
H -3.1484 -1.3677 0.7327 0.134 0.118 0.058
H 0.3120 0.7178 2.1896 -0.046 -0.090 -0.138
H -0.1087 1.5644 0.6969 0.036 -0.224 0.085
H 2.0462 0.4236 0.3826 -0.185 -0.042 0.004
H 1.3628 -1.1351 0.8771 -0.071 0.247 -0.033
H 0.3769 -1.4091 -1.1573 0.029 0.086 -0.007
H -0.1245 0.0998 -2.7462 0.120 0.101 0.103